1.
{
  "formula": "C5H6N2S2",
  "method": "ωB97M-V/def2-TZVPD",
  "elements": ["C", "C", "C", "C", "C", "H", "H", "H", "H", "H", "H", "N", "N", "S", "S"],
  "xyz": [[3.03, -0.75, 0.20], [0.53, 0.33, -0.07], [-1.63, -0.84, -0.72], [-2.91, -0.69, -0.34], [-1.72, 0.78, 0.66], [3.58, -1.93, 0.60], [3.19, -0.37, -0.71], [3.37, -0.04, 0.98], [-1.18, -1.71, -1.50], [-3.84, -1.44, -0.63], [-1.55, 1.48, 1.36], [-0.93, 0.11, -0.11], [-2.94, 0.30, 0.63], [1.24, -1.22, 0.19], [1.24, 1.74, -0.32]],
  "nbo_charge": [-0.71, -0.17, -0.11, -0.09, 0.16, 0.23, 0.21, 0.24, 0.24, 0.22, 0.21, -0.41, -0.45, 0.36, 0.07],
  "homo_lumo_gap_ev": 8.6,
  "charge": 0
}

***

2.
{
  "formula": "C5H6N2S2",
  "method": "ωB97M-V/def2-TZVPD",
  "elements": ["S", "S", "C", "N", "N", "C", "C", "C", "C", "H", "H", "H", "H", "H", "H"],
  "xyz": [[-1.00, 0.51, -2.88], [0.22, 1.86, -3.88], [1.50, 2.19, -2.69], [1.55, 2.11, -1.45], [0.49, 1.91, -0.71], [0.40, 1.14, 0.26], [0.15, 0.07, 0.90], [0.28, -0.63, 2.16], [-0.25, -1.36, 0.97], [-1.81, 1.11, -2.13], [2.30, 2.73, -3.18], [-0.45, -0.24, 2.89], [1.31, -0.76, 2.50], [0.56, -2.00, 0.43], [-1.26, -1.62, 0.59]],
  "nbo_charge": [-0.11, 0.14, -0.09, -0.25, -0.29, 0.36, -0.20, -0.40, -0.40, 0.12, 0.20, 0.23, 0.23, 0.22, 0.24],
  "homo_lumo_gap_ev": 8.6,
  "smiles": "SS/C=N\\N=C=C1CC1",
  "charge": 0
}

***

Relative energy of each structure, in kcal/mol: 1 0.0; 2 51.3.

***

1.
{
  "formula": "C14H16",
  "method": "ωB97M-V/def2-TZVPD",
  "elements": ["C", "C", "C", "C", "C", "C", "C", "H", "H", "H", "H", "H", "H", "H", "H", "C", "C", "C", "C", "C", "C", "C", "H", "H", "H", "H", "H", "H", "H", "H"],
  "xyz": [[-1.63, 3.78, -0.12], [-1.54, 2.67, -1.12], [-0.74, 1.58, -0.85], [-0.74, 0.39, -1.61], [-1.40, 0.40, -2.83], [-2.19, 1.51, -3.13], [-2.38, 2.53, -2.23], [-2.22, 4.61, -0.52], [-0.72, 4.21, 0.30], [-2.26, 3.41, 0.70], [-0.13, 1.52, 0.05], [0.04, -0.32, -1.39], [-1.36, -0.49, -3.45], [-2.76, 1.50, -4.06], [-3.13, 3.28, -2.46], [0.33, -1.79, 3.36], [1.14, -2.03, 2.12], [1.76, -0.93, 1.55], [2.36, -0.98, 0.29], [2.64, -2.22, -0.27], [2.16, -3.34, 0.37], [1.32, -3.26, 1.48], [-0.13, -2.67, 3.80], [-0.48, -1.08, 3.15], [0.95, -1.30, 4.11], [1.78, 0.02, 2.09], [2.89, -0.13, -0.13], [3.17, -2.31, -1.20], [2.31, -4.38, 0.06], [0.95, -4.18, 1.90]],
  "nbo_charge": [-0.64, -0.02, -0.21, -0.21, -0.22, -0.21, -0.21, 0.21, 0.23, 0.22, 0.20, 0.22, 0.21, 0.21, 0.21, -0.63, -0.01, -0.22, -0.20, -0.23, -0.21, -0.21, 0.22, 0.22, 0.22, 0.21, 0.21, 0.22, 0.21, 0.21],
  "homo_lumo_gap_ev": 9.9,
  "smiles": "Cc1ccccc1.Cc1ccccc1",
  "charge": 0
}

***

2.
{
  "formula": "C14H16",
  "method": "ωB97M-V/def2-TZVPD",
  "elements": ["C", "C", "C", "C", "C", "C", "C", "H", "H", "H", "H", "H", "H", "H", "H", "C", "C", "C", "C", "C", "C", "C", "H", "H", "H", "H", "H", "H", "H", "H"],
  "xyz": [[-1.30, -1.82, -2.68], [-1.46, -0.44, -2.13], [-2.69, 0.05, -1.72], [-2.89, 1.37, -1.32], [-1.80, 2.22, -1.36], [-0.55, 1.76, -1.74], [-0.38, 0.45, -2.16], [-1.54, -2.55, -1.89], [-0.29, -2.05, -3.01], [-1.97, -2.08, -3.51], [-3.54, -0.64, -1.69], [-3.90, 1.73, -1.18], [-1.91, 3.25, -1.08], [0.27, 2.46, -1.72], [0.61, 0.09, -2.44], [3.23, -1.36, 0.99], [2.11, -0.66, 1.71], [2.22, 0.71, 1.97], [1.17, 1.44, 2.48], [-0.03, 0.80, 2.83], [-0.14, -0.56, 2.59], [0.91, -1.28, 2.03], [3.44, -0.81, 0.07], [3.04, -2.41, 0.81], [4.15, -1.24, 1.55], [3.13, 1.24, 1.75], [1.17, 2.48, 2.76], [-0.84, 1.28, 3.36], [-1.07, -1.05, 2.82], [0.84, -2.36, 1.92]],
  "nbo_charge": [-0.63, -0.03, -0.20, -0.21, -0.22, -0.21, -0.20, 0.22, 0.21, 0.22, 0.20, 0.21, 0.21, 0.21, 0.21, -0.63, -0.02, -0.21, -0.21, -0.22, -0.20, -0.21, 0.22, 0.22, 0.22, 0.20, 0.21, 0.21, 0.21, 0.21],
  "homo_lumo_gap_ev": 9.7,
  "smiles": "Cc1ccccc1.Cc1ccccc1",
  "charge": 0
}

***

Relative energy of each structure, in kcal/mol: 1 8.3; 2 0.0.

***

1.
{
  "formula": "C14H16",
  "method": "ωB97M-V/def2-TZVPD",
  "elements": ["C", "C", "C", "C", "C", "C", "C", "H", "H", "H", "H", "H", "H", "H", "H", "C", "C", "C", "C", "C", "C", "C", "H", "H", "H", "H", "H", "H", "H", "H"],
  "xyz": [[-1.87, -2.79, 3.23], [-2.15, -1.80, 2.13], [-3.01, -0.74, 2.45], [-3.32, 0.20, 1.48], [-2.67, 0.19, 0.25], [-1.68, -0.74, 0.00], [-1.46, -1.75, 0.93], [-1.56, -3.79, 2.92], [-2.71, -2.87, 3.91], [-0.98, -2.52, 3.82], [-3.50, -0.68, 3.41], [-4.09, 0.93, 1.71], [-2.98, 0.90, -0.50], [-1.15, -0.65, -0.93], [-0.77, -2.56, 0.74], [4.61, 1.23, -0.98], [3.14, 1.16, -1.27], [2.31, 2.27, -1.12], [0.98, 2.13, -1.44], [0.45, 0.98, -2.00], [1.31, -0.06, -2.33], [2.62, 0.03, -1.89], [5.09, 2.01, -1.58], [5.14, 0.32, -1.23], [4.87, 1.50, 0.04], [2.74, 3.21, -0.79], [0.31, 2.99, -1.37], [-0.62, 0.91, -2.12], [0.97, -0.96, -2.83], [3.29, -0.80, -2.09]],
  "nbo_charge": [-0.63, -0.03, -0.22, -0.19, -0.25, -0.15, -0.22, 0.22, 0.22, 0.22, 0.21, 0.21, 0.21, 0.20, 0.21, -0.63, -0.02, -0.20, -0.21, -0.22, -0.21, -0.21, 0.22, 0.21, 0.22, 0.21, 0.21, 0.21, 0.21, 0.20],
  "homo_lumo_gap_ev": 9.9,
  "smiles": "Cc1ccccc1.Cc1ccccc1",
  "charge": 0
}

***

2.
{
  "formula": "C14H16",
  "method": "ωB97M-V/def2-TZVPD",
  "elements": ["C", "C", "C", "C", "C", "C", "C", "H", "H", "H", "H", "H", "H", "H", "H", "C", "C", "C", "C", "C", "C", "C", "H", "H", "H", "H", "H", "H", "H", "H"],
  "xyz": [[0.21, 2.92, 3.26], [-0.76, 1.81, 2.96], [-0.58, 0.54, 3.51], [-1.46, -0.48, 3.21], [-2.53, -0.25, 2.34], [-2.74, 1.02, 1.84], [-1.88, 2.06, 2.18], [-0.26, 3.91, 3.23], [1.08, 2.96, 2.60], [0.62, 2.83, 4.27], [0.21, 0.34, 4.22], [-1.45, -1.43, 3.72], [-3.23, -1.01, 2.04], [-3.61, 1.27, 1.24], [-1.99, 3.05, 1.76], [1.98, 0.65, -3.55], [1.58, -0.72, -3.08], [1.57, -1.04, -1.73], [0.97, -2.18, -1.23], [0.43, -3.08, -2.14], [0.52, -2.86, -3.50], [1.06, -1.66, -3.96], [2.94, 0.63, -4.07], [2.00, 1.37, -2.73], [1.16, 1.05, -4.15], [1.98, -0.28, -1.08], [0.90, -2.33, -0.16], [-0.01, -3.99, -1.76], [0.15, -3.57, -4.23], [1.16, -1.53, -5.03]],
  "nbo_charge": [-0.63, -0.02, -0.21, -0.21, -0.22, -0.20, -0.21, 0.21, 0.22, 0.22, 0.21, 0.21, 0.21, 0.21, 0.21, -0.63, -0.03, -0.20, -0.21, -0.22, -0.21, -0.20, 0.22, 0.22, 0.22, 0.20, 0.22, 0.21, 0.21, 0.20],
  "homo_lumo_gap_ev": 9.8,
  "smiles": "Cc1ccccc1.Cc1ccccc1",
  "charge": 0
}

***

Relative energy of each structure, in kcal/mol: 1 2.1; 2 0.0.

***

1.
{
  "formula": "C14H16",
  "method": "ωB97M-V/def2-TZVPD",
  "elements": ["C", "C", "C", "C", "C", "C", "C", "H", "H", "H", "H", "H", "H", "H", "H", "C", "C", "C", "C", "C", "C", "C", "H", "H", "H", "H", "H", "H", "H", "H"],
  "xyz": [[-0.77, -3.81, -3.51], [-0.12, -3.02, -2.28], [-1.00, -3.02, -1.07], [-0.55, -2.28, -0.05], [0.59, -1.45, -0.09], [1.47, -1.46, -1.26], [1.08, -2.32, -2.38], [-1.09, -4.88, -3.32], [-0.15, -3.76, -4.52], [-1.75, -3.45, -3.78], [-1.96, -3.59, -1.10], [-1.19, -2.16, 0.84], [0.98, -0.72, 0.60], [2.25, -0.77, -1.54], [1.52, -2.23, -3.36], [-1.35, 1.81, -0.27], [-0.48, 2.21, 0.89], [-0.31, 1.37, 2.02], [0.21, 1.89, 3.25], [0.83, 3.16, 3.11], [0.87, 3.91, 1.92], [0.18, 3.42, 0.79], [-2.33, 1.34, -0.03], [-0.80, 0.91, -0.78], [-1.31, 2.60, -1.14], [-0.65, 0.36, 2.02], [-0.08, 1.54, 4.16], [1.33, 3.66, 3.90], [1.43, 4.79, 1.79], [0.06, 3.95, -0.11]],
  "nbo_charge": [-0.65, 0.01, -0.22, -0.21, -0.25, -0.18, -0.25, 0.22, 0.22, 0.22, 0.22, 0.21, 0.23, 0.22, 0.21, -0.65, -0.03, -0.20, -0.20, -0.22, -0.20, -0.21, 0.23, 0.23, 0.22, 0.20, 0.21, 0.21, 0.21, 0.21],
  "homo_lumo_gap_ev": 9.6,
  "smiles": "Cc1ccccc1.Cc1ccccc1",
  "charge": 0
}

***

2.
{
  "formula": "C14H16",
  "method": "ωB97M-V/def2-TZVPD",
  "elements": ["C", "C", "C", "C", "C", "C", "C", "H", "H", "H", "H", "H", "H", "H", "H", "C", "C", "C", "C", "C", "C", "C", "H", "H", "H", "H", "H", "H", "H", "H"],
  "xyz": [[-2.29, -0.65, -1.24], [-1.08, -1.52, -1.43], [-0.81, -2.51, -0.45], [0.42, -3.00, -0.36], [1.45, -2.71, -1.29], [1.09, -1.85, -2.30], [-0.13, -1.28, -2.42], [-2.60, -0.65, -0.20], [-3.24, -0.96, -1.54], [-2.16, 0.44, -1.62], [-1.59, -2.72, 0.29], [0.64, -3.57, 0.55], [2.48, -3.06, -1.14], [1.84, -1.74, -3.02], [-0.41, -0.63, -3.26], [-1.70, 2.03, 0.87], [-0.24, 1.87, 1.15], [0.27, 2.49, 2.30], [1.67, 2.42, 2.39], [2.43, 1.59, 1.64], [1.85, 0.77, 0.68], [0.49, 0.90, 0.41], [-2.30, 2.60, 1.50], [-2.17, 1.26, 0.40], [-1.76, 2.69, 0.00], [-0.19, 3.07, 3.02], [2.12, 3.04, 3.14], [3.50, 1.60, 1.74], [2.36, -0.09, 0.52], [0.05, 0.18, -0.34]],
  "nbo_charge": [-0.66, 0.01, -0.23, -0.20, -0.23, -0.19, -0.24, 0.22, 0.23, 0.22, 0.21, 0.21, 0.22, 0.21, 0.22, -0.65, -0.01, -0.22, -0.20, -0.22, -0.20, -0.22, 0.22, 0.22, 0.21, 0.21, 0.20, 0.21, 0.21, 0.23],
  "homo_lumo_gap_ev": 9.6,
  "smiles": "Cc1ccccc1.Cc1ccccc1",
  "charge": 0
}

***

Relative energy of each structure, in kcal/mol: 1 6.9; 2 0.0.

***

1.
{
  "formula": "C14H16",
  "method": "ωB97M-V/def2-TZVPD",
  "elements": ["C", "C", "C", "C", "C", "C", "C", "H", "H", "H", "H", "H", "H", "H", "H", "C", "C", "C", "C", "C", "C", "C", "H", "H", "H", "H", "H", "H", "H", "H"],
  "xyz": [[1.19, -0.13, -2.98], [0.25, -1.31, -2.92], [-1.10, -1.22, -3.21], [-1.93, -2.33, -3.22], [-1.46, -3.47, -2.60], [-0.15, -3.54, -2.14], [0.74, -2.53, -2.43], [2.21, -0.46, -3.18], [1.16, 0.43, -2.05], [0.91, 0.51, -3.82], [-1.47, -0.31, -3.67], [-2.81, -2.37, -3.85], [-2.13, -4.32, -2.56], [0.17, -4.47, -1.68], [1.79, -2.68, -2.26], [1.16, 3.86, 3.09], [0.51, 2.49, 2.98], [0.57, 1.86, 1.74], [0.04, 0.59, 1.55], [-0.73, 0.05, 2.56], [-1.00, 0.76, 3.72], [-0.30, 1.93, 3.96], [2.17, 3.80, 2.69], [1.22, 4.21, 4.11], [0.53, 4.57, 2.56], [1.33, 2.20, 1.04], [0.19, 0.07, 0.61], [-1.01, -1.00, 2.53], [-1.59, 0.36, 4.53], [-0.43, 2.47, 4.89]],
  "nbo_charge": [-0.63, -0.01, -0.22, -0.20, -0.22, -0.21, -0.22, 0.22, 0.22, 0.21, 0.21, 0.22, 0.21, 0.21, 0.21, -0.63, -0.01, -0.22, -0.20, -0.22, -0.20, -0.22, 0.22, 0.21, 0.22, 0.20, 0.22, 0.21, 0.21, 0.21],
  "homo_lumo_gap_ev": 9.9,
  "smiles": "Cc1ccccc1.Cc1ccccc1",
  "charge": 0
}

***

2.
{
  "formula": "C14H16",
  "method": "ωB97M-V/def2-TZVPD",
  "elements": ["C", "C", "C", "C", "C", "C", "C", "H", "H", "H", "H", "H", "H", "H", "H", "C", "C", "C", "C", "C", "C", "C", "H", "H", "H", "H", "H", "H", "H", "H"],
  "xyz": [[1.67, 0.33, -3.35], [0.62, 1.24, -2.82], [-0.21, 1.96, -3.75], [-1.47, 2.40, -3.30], [-1.63, 2.68, -1.91], [-0.59, 2.33, -1.05], [0.55, 1.62, -1.53], [2.84, 0.36, -3.03], [1.58, 0.12, -4.39], [1.36, -0.65, -2.99], [0.01, 1.81, -4.85], [-2.21, 2.64, -4.04], [-2.61, 2.99, -1.67], [-0.57, 2.67, -0.05], [1.25, 1.26, -0.74], [1.83, -2.24, 3.67], [0.43, -1.91, 3.19], [0.24, -0.56, 2.88], [-0.71, -0.03, 1.92], [-1.66, -0.94, 1.48], [-1.54, -2.26, 1.85], [-0.60, -2.78, 2.75], [1.97, -2.64, 4.64], [2.46, -1.38, 3.59], [2.24, -2.95, 2.90], [1.07, 0.11, 3.24], [-0.96, 1.00, 1.64], [-2.57, -0.53, 1.06], [-2.27, -2.95, 1.53], [-0.53, -3.70, 3.13]],
  "nbo_charge": [-0.64, -0.03, -0.20, -0.21, -0.24, -0.20, -0.22, 0.22, 0.22, 0.23, 0.21, 0.21, 0.21, 0.21, 0.22, -0.63, -0.01, -0.21, -0.21, -0.23, -0.21, -0.20, 0.22, 0.22, 0.22, 0.19, 0.22, 0.22, 0.20, 0.20],
  "homo_lumo_gap_ev": 9.8,
  "smiles": "Cc1ccccc1.Cc1ccccc1",
  "charge": 0
}

***

3.
{
  "formula": "C14H16",
  "method": "ωB97M-V/def2-TZVPD",
  "elements": ["C", "C", "C", "C", "C", "C", "C", "H", "H", "H", "H", "H", "H", "H", "H", "C", "C", "C", "C", "C", "C", "C", "H", "H", "H", "H", "H", "H", "H", "H"],
  "xyz": [[0.42, 0.22, 4.01], [1.29, 0.54, 2.79], [1.21, 1.83, 2.32], [2.00, 2.21, 1.26], [2.96, 1.41, 0.72], [3.08, 0.11, 1.29], [2.21, -0.34, 2.26], [-0.74, 0.38, 3.78], [0.90, 0.86, 4.83], [0.40, -0.81, 4.43], [0.42, 2.52, 2.47], [2.01, 3.32, 0.90], [3.73, 1.73, 0.02], [3.76, -0.62, 0.97], [2.36, -1.33, 2.85], [-3.61, -0.20, -3.53], [-2.57, -0.56, -2.54], [-1.86, 0.43, -1.82], [-0.75, -0.13, -1.13], [-0.36, -1.42, -1.11], [-1.18, -2.32, -1.88], [-2.10, -1.84, -2.71], [-4.11, -0.90, -4.15], [-3.24, 0.56, -4.23], [-4.51, 0.15, -3.06], [-2.16, 1.45, -1.92], [-0.19, 0.63, -0.62], [0.52, -1.69, -0.59], [-0.97, -3.45, -1.74], [-2.65, -2.48, -3.50]],
  "nbo_charge": [-0.65, 0.00, -0.25, -0.19, -0.24, -0.19, -0.23, 0.23, 0.23, 0.22, 0.22, 0.21, 0.22, 0.21, 0.22, -0.64, -0.01, -0.22, -0.20, -0.25, -0.16, -0.24, 0.22, 0.22, 0.22, 0.22, 0.21, 0.22, 0.21, 0.21],
  "homo_lumo_gap_ev": 9.7,
  "smiles": "Cc1ccccc1.Cc1ccccc1",
  "charge": 0
}

***

Relative energy of each structure, in kcal/mol: 1 0.0; 2 42.7; 3 38.1.